# 1
Below is a single C2H6N4O molecule, with properties calculated with wB97M-V/def2-TZVPD.

```
13
Properties=species:S:1:pos:R:3:forces:R:3:lowdin_charge:R:1
C 0.600 -0.243 0.274 0.9 -0.6 0.8 -0.3822
C 1.670 -0.065 1.267 -1.4 -1.1 -2.7 -0.0338
N -0.374 0.540 -0.262 -2.6 0.3 -1.2 -0.0203
N -0.710 1.758 -0.271 0.3 0.1 0.7 -0.0450
N 0.173 -1.543 -0.216 2.3 -3.1 -0.1 -0.0114
N -2.021 2.051 -0.666 0.7 1.8 -0.8 -0.0176
O 2.303 -1.310 1.095 0.1 1.2 1.7 -0.1355
H -0.985 -0.154 -0.810 0.7 1.0 0.9 0.1681
H -0.075 -2.141 0.593 -0.1 0.6 -0.4 0.0808
H 1.003 -2.150 -0.570 -1.7 1.8 0.4 0.1119
H -2.537 1.495 -1.397 1.2 0.5 0.7 0.0979
H -1.951 3.103 -0.891 -0.6 -2.5 0.2 0.1152
H 2.903 -1.340 1.853 0.2 -0.2 -0.3 0.0720
```
Forces are in eV/Å.

Properties
Largest force on an atom ... 3.84 eV Å⁻¹
E_HOMO (spin up / spin down) ... -7.5 / -7.5 eV
Multiplicity ... 1
Energy above the lowest of the compared OMol25 structures with the same formula, charge and spin ... 163.1 kcal per mole
Orbital gap (spin up / spin down) ... 7.445 / 7.664 eV
Charge ... 0

***

# 2
Below is C2H6N4O2 as an isolated structure, with properties calculated with wB97M-V/def2-TZVPD.

```
14
Properties=species:S:1:pos:R:3:forces:R:3:lowdin_charge:R:1
C -0.644 0.450 -0.321 -3.2 3.5 1.3 -0.5441
C 1.351 -0.418 -0.046 1.7 -1.0 -1.5 -0.5829
H -2.176 -1.670 0.044 -1.2 0.7 0.7 0.1256
H -2.510 -0.525 1.182 0.0 -0.4 3.3 0.0479
H -2.498 1.186 -0.723 1.7 -4.4 1.1 0.2560
H 1.704 1.438 1.251 0.7 -4.4 -2.6 0.1910
H 3.283 1.110 0.258 -4.8 -3.4 0.8 0.2684
H 2.682 -1.356 -0.961 -0.6 0.4 -0.8 0.0529
N -2.686 -0.781 0.274 0.2 -2.9 -1.7 0.0308
N -1.985 0.147 -0.398 0.1 6.3 -3.8 -0.0901
N 2.122 0.482 0.650 3.8 6.3 1.6 0.0311
N 1.651 -1.261 -1.015 -0.1 1.6 3.5 0.1271
O -0.343 1.602 -0.684 1.2 -2.7 0.1 0.0294
O 0.051 -0.403 0.488 0.6 0.3 -2.1 0.0568
```
Forces are in eV/Å.

Properties
Largest force on an atom ... 7.56 eV Å⁻¹
E_HOMO ... -9.5 eV
Multiplicity ... 1
Energy above the lowest of the compared OMol25 structures with the same formula, charge and spin ... 102.7 kcal per mole
Orbital gap ... 9.508 eV
Charge ... 0